[1]
Here is C42H63CrN5O4 as an isolated structure at a distorted geometry from the Open Molecules 2025 dataset. Energies are from ωB97M-V/def2-TZVPD.

E_HOMO (spin up / spin down) ... -0.2573 / -0.2693 hartree
2S+1 ... 5
LUMO level (spin up / spin down) ... 0.006 / 0.006 Ha
Net charge ... 0
Frontier orbital gap (spin up / spin down) ... 7.2 / 7.5 eV
Energy above the lowest of the compared OMol25 structures with the same formula, charge and spin ... 315.77 kJ/mol

Cartesian coordinates (Å):
Cr (1.3762, 0.5915, -0.0284)
C (3.4991, 3.0750, 0.1400)
N (2.4620, 2.7338, 1.1101)
C (1.4577, 3.7901, 1.2216)
C (3.0505, 2.3575, 2.3935)
C (3.2203, 0.8424, 2.4703)
N (2.0359, 0.1155, 1.9932)
C (0.8702, 0.3347, 2.8772)
C (-0.4925, -0.0280, 2.3290)
C (-1.3144, -0.8522, 3.0812)
C (-2.6509, -1.0420, 2.7622)
C (-3.1260, -0.3969, 1.6231)
C (-2.3454, 0.4229, 0.8167)
C (-0.9920, 0.6412, 1.1851)
O (-0.2019, 1.4687, 0.5133)
C (-2.9197, 1.0271, -0.4694)
C (-2.7574, 2.5552, -0.5153)
C (-2.1750, 0.3987, -1.6611)
C (-4.4118, 0.7250, -0.6363)
C (-3.5613, -1.8306, 3.7032)
C (-2.9559, -3.2063, 4.0165)
C (-3.7051, -1.0285, 5.0081)
C (-4.9575, -2.0535, 3.1172)
C (2.3846, -1.3118, 1.8933)
C (1.5555, -2.1493, 0.9473)
C (0.8618, -3.2137, 1.4970)
C (0.2939, -4.1902, 0.7015)
C (0.4402, -4.0313, -0.6694)
C (1.1189, -2.9879, -1.2941)
C (1.6721, -1.9883, -0.4479)
O (2.5357, -0.9433, -0.8467)
C (1.2349, -3.0653, -2.8255)
C (0.7250, -4.4092, -3.3672)
C (0.3473, -1.9902, -3.4773)
C (2.7069, -2.9790, -3.2643)
C (-0.3692, -5.4389, 1.2695)
C (-1.8212, -5.5239, 0.7792)
C (-0.3681, -5.4499, 2.8003)
C (0.4047, -6.6756, 0.7842)
H (4.0480, 3.9833, 0.4330)
H (3.0486, 3.2374, -0.8381)
H (4.2098, 2.2509, 0.0563)
H (1.9079, 4.7929, 1.2017)
H (0.9081, 3.6843, 2.1555)
H (0.7412, 3.6755, 0.4121)
H (2.4209, 2.7005, 3.2134)
H (4.0358, 2.8211, 2.5369)
H (3.4658, 0.5462, 3.5001)
H (4.0608, 0.5562, 1.8349)
H (0.8381, 1.4013, 3.1052)
H (1.0277, -0.2066, 3.8206)
H (-0.8930, -1.3352, 3.9581)
H (-4.1618, -0.5376, 1.3533)
H (-1.7109, 2.8389, -0.4792)
H (-3.2823, 3.0215, 0.3222)
H (-3.1872, 2.9400, -1.4452)
H (-1.1035, 0.5847, -1.5807)
H (-2.5330, 0.8299, -2.6010)
H (-2.3433, -0.6803, -1.6885)
H (-4.9967, 1.1426, 0.1860)
H (-4.6044, -0.3478, -0.7017)
H (-4.7632, 1.1813, -1.5636)
H (-2.0038, -3.1163, 4.5412)
H (-2.7922, -3.7653, 3.0930)
H (-3.6346, -3.7806, 4.6512)
H (-2.7307, -0.8610, 5.4687)
H (-4.3398, -1.5597, 5.7227)
H (-4.1511, -0.0536, 4.8031)
H (-4.9032, -2.5849, 2.1648)
H (-5.4846, -1.1104, 2.9659)
H (-5.5485, -2.6575, 3.8081)
H (2.3527, -1.7693, 2.8899)
H (3.4153, -1.3787, 1.5385)
H (0.7886, -3.2624, 2.5749)
H (0.0186, -4.7961, -1.3042)
H (-0.3457, -4.5448, -3.2015)
H (1.2662, -5.2533, -2.9345)
H (0.8911, -4.4264, -4.4446)
H (-0.6935, -2.1411, -3.1820)
H (0.4123, -2.0624, -4.5659)
H (0.6311, -0.9869, -3.1870)
H (3.2920, -3.7335, -2.7317)
H (3.1526, -2.0095, -3.0966)
H (2.7810, -3.1891, -4.3338)
H (-2.3831, -4.6420, 1.0928)
H (-2.3052, -6.4111, 1.1925)
H (-1.8646, -5.5866, -0.3091)
H (-0.9399, -4.6128, 3.2053)
H (0.6487, -5.4090, 3.1952)
H (-0.8269, -6.3727, 3.1582)
H (0.3522, -6.7771, -0.3007)
H (-0.0145, -7.5807, 1.2285)
H (1.4562, -6.6079, 1.0692)
O (3.2282, 9.3960, -3.3121)
C (1.9636, 9.2191, -3.8780)
N (1.5944, 7.8182, -4.0305)
C (1.5977, 6.9944, -2.9527)
O (1.9107, 7.4170, -1.8451)
C (1.1835, 5.5831, -3.1629)
C (1.0617, 4.9455, -4.3955)
C (0.6627, 3.6217, -4.4186)
C (0.4253, 2.9664, -3.2197)
N (0.5436, 3.5549, -2.0299)
C (0.8957, 4.8323, -2.0206)
H (3.1984, 8.9412, -2.4586)
H (1.9877, 9.6703, -4.8676)
H (1.1925, 9.7132, -3.2760)
H (1.4057, 7.4539, -4.9452)
H (1.2799, 5.4599, -5.3230)
H (0.5390, 3.0933, -5.3543)
H (0.1277, 1.9226, -3.2052)
H (0.9637, 5.3337, -1.0636)
N (2.8309, 0.3698, -2.7349)
C (2.0862, 0.1599, -1.7519)
H (2.5628, 1.2024, -3.2481)



[2]
Here is C42H64As3CrN3O2 as an isolated structure at a distorted geometry from the Open Molecules 2025 dataset. Energies are from ωB97M-V/def2-TZVPD.

E_HOMO (spin up / spin down) ... -0.3883 / -0.3878 hartree
2S+1 ... 4
LUMO level (spin up / spin down) ... -0.144 / -0.139 Ha
Net charge ... +1
Frontier orbital gap (spin up / spin down) ... 6.6 / 6.8 eV

Cartesian coordinates (Å):
Cr (-2.6012, -8.5831, 19.1544)
C (-0.3392, -5.7269, 21.9754)
C (-0.7903, -7.1725, 22.3681)
C (-0.8880, -7.3412, 23.8741)
C (0.2629, -8.2311, 21.8576)
C (1.5936, -7.9676, 22.2156)
C (2.6723, -8.7560, 21.8398)
C (2.3837, -9.8914, 21.1019)
C (1.0516, -10.2366, 20.7563)
C (0.9215, -11.5577, 20.0111)
C (2.1381, -12.0299, 19.2238)
C (0.5870, -12.6292, 21.0242)
C (-0.0570, -9.4291, 21.1176)
N (-1.4837, -9.7098, 20.7844)
C (-2.2034, -9.6621, 22.0415)
O (-1.7918, -10.1560, 23.0717)
C (-3.4518, -8.8074, 22.0405)
C (-4.2136, -8.5932, 23.1810)
C (-5.2888, -7.7219, 23.0750)
C (-5.6889, -7.1985, 21.8515)
C (-4.8595, -7.5273, 20.7570)
N (-3.7626, -8.2391, 20.8410)
C (-5.2631, -7.2806, 19.2911)
O (-6.3277, -6.7428, 19.0148)
N (-4.3411, -7.7324, 18.4198)
C (-4.8094, -7.7865, 17.0379)
C (-4.9660, -6.6070, 16.3009)
C (-5.4869, -6.6756, 15.0316)
C (-5.8209, -7.8983, 14.4435)
C (-5.6075, -9.0640, 15.1538)
C (-5.2092, -9.0619, 16.5019)
C (-5.3277, -10.3537, 17.3041)
C (-6.8110, -10.5204, 17.7069)
C (-4.8228, -11.5416, 16.5001)
C (-4.5815, -5.1864, 16.8333)
C (-3.7463, -4.4027, 15.7705)
C (-5.8323, -4.3873, 17.1573)
H (-1.0874, -5.0225, 22.3280)
H (-0.1771, -5.6536, 20.9080)
H (0.5375, -5.4004, 22.5779)
H (-1.7044, -7.3236, 21.8056)
H (0.0031, -6.8900, 24.3369)
H (-1.0108, -8.3481, 24.1179)
H (-1.7839, -6.8668, 24.3059)
H (1.7903, -7.1144, 22.8450)
H (3.6876, -8.5087, 22.1034)
H (3.1951, -10.5384, 20.8085)
H (0.0725, -11.4072, 19.2978)
H (2.8782, -12.5638, 19.8701)
H (2.6858, -11.2199, 18.7517)
H (1.9097, -12.6698, 18.3688)
H (1.4814, -12.8390, 21.6719)
H (0.3929, -13.5929, 20.5589)
H (-0.1980, -12.3194, 21.7498)
H (-3.9374, -9.0122, 24.1520)
H (-5.8593, -7.4441, 23.9458)
H (-6.6332, -6.6968, 21.6380)
H (-5.6026, -5.7781, 14.4111)
H (-6.1381, -7.9520, 13.4037)
H (-5.9325, -10.0289, 14.7370)
H (-4.7727, -10.2352, 18.2477)
H (-7.4587, -10.6587, 16.8707)
H (-7.1083, -9.5428, 18.1034)
H (-7.0030, -11.2958, 18.4105)
H (-5.5038, -11.7937, 15.6915)
H (-4.7347, -12.4407, 17.1474)
H (-3.8521, -11.3541, 16.0777)
H (-4.0278, -5.3455, 17.7255)
H (-4.3123, -4.4445, 14.8460)
H (-2.7451, -4.7570, 15.4659)
H (-3.6790, -3.3568, 16.0086)
H (-6.4143, -4.1567, 16.2271)
H (-5.5913, -3.3867, 17.5958)
H (-6.5519, -4.9061, 17.8147)
C (0.9432, -6.6207, 18.7087)
As (-1.0406, -6.8048, 18.5302)
C (-1.5843, -4.9002, 18.7340)
C (-1.2172, -7.2314, 16.6251)
C (-0.8233, -8.6655, 16.4342)
C (0.6749, -8.9633, 16.4262)
C (-1.4660, -9.4994, 17.5627)
As (-2.6627, -11.1214, 19.7864)
C (-3.0431, -12.3528, 21.1655)
C (-1.8268, -12.3438, 18.6093)
C (-1.4013, -9.0032, 15.0633)
As (-0.7236, -8.4357, 13.2002)
C (0.1065, -6.6971, 13.5429)
C (0.9901, -9.4079, 13.2278)
H (1.4208, -6.4240, 17.7787)
H (1.3420, -7.5486, 19.1693)
H (1.1378, -5.7694, 19.4104)
H (-1.8602, -4.5502, 17.7418)
H (-0.7398, -4.3443, 19.1474)
H (-2.4751, -4.7940, 19.3637)
H (-0.6379, -6.5353, 15.9841)
H (-2.2489, -7.1756, 16.3717)
H (1.1036, -8.8867, 17.4281)
H (1.3142, -8.3064, 15.8584)
H (0.9487, -9.9606, 16.0463)
H (-0.6484, -10.1566, 17.8922)
H (-2.1281, -10.2312, 17.1159)
H (-3.9399, -12.9205, 20.8760)
H (-3.2818, -11.9150, 22.0896)
H (-2.1906, -13.0029, 21.3565)
H (-1.2527, -13.0554, 19.1218)
H (-1.3688, -12.0129, 17.7204)
H (-2.7023, -12.8821, 18.2515)
H (-2.4420, -8.7546, 15.0597)
H (-1.3899, -10.1034, 14.9257)
H (-0.6657, -5.9414, 13.6668)
H (0.7243, -6.4302, 12.6589)
H (0.7040, -6.7671, 14.4589)
H (0.8451, -10.4192, 13.5666)
H (1.6881, -8.9050, 13.8922)
H (1.3107, -9.3398, 12.1916)



[3]
Here is C42H66CdF12O26 as an isolated structure at a distorted geometry from the Open Molecules 2025 dataset. Energies are from ωB97M-V/def2-TZVPD.

E_HOMO ... -0.3128 hartree
LUMO level ... 0.012 Ha
Net charge ... 0
Frontier orbital gap ... 8.8 eV

Cartesian coordinates (Å):
Cd (1.8112, -2.7695, 0.0887)
C (0.8053, -5.3667, -1.5800)
O (2.2498, -5.3403, -1.4403)
O (0.4823, -4.1579, -0.9205)
C (0.4080, -5.7123, -3.0669)
F (-0.8106, -5.2728, -3.4001)
F (1.1815, -5.1951, -3.9691)
F (0.2689, -7.0186, -3.3382)
C (2.8512, -6.6643, -1.1950)
C (4.3420, -6.4009, -1.0086)
H (4.5079, -5.6509, -1.7819)
H (4.5740, -6.1032, 0.0140)
H (4.9818, -7.2344, -1.2985)
H (2.6023, -7.2571, -2.0752)
H (2.5496, -7.2649, -0.3369)
H (0.4464, -6.1905, -0.9631)
C (0.6542, -0.0451, 0.2743)
O (0.1540, -0.8634, -0.7842)
O (1.6041, -0.8427, 0.9053)
C (0.9742, 1.4549, -0.1149)
F (0.9550, 2.2881, 0.9275)
F (2.1358, 1.6415, -0.8616)
F (-0.1117, 1.8167, -0.8689)
C (-1.2493, -1.1430, -1.0711)
C (-1.4835, -1.5915, -2.5237)
H (-0.5593, -2.1120, -2.7745)
H (-2.2252, -2.3852, -2.4340)
H (-1.7501, -0.7977, -3.2216)
H (-2.0051, -0.3703, -0.9304)
H (-1.5337, -2.0387, -0.5188)
H (-0.1827, -0.1580, 0.9635)
C (2.2923, -2.2339, -2.8966)
O (2.8270, -2.2377, -1.4848)
C (4.2190, -2.4036, -1.4608)
C (4.8423, -2.5936, -0.0555)
O (3.7945, -3.4006, 0.5443)
C (4.0891, -3.8105, 1.8463)
C (2.7655, -4.6227, 2.1951)
O (1.6859, -3.7496, 1.8980)
C (0.5078, -3.6776, 2.7439)
H (2.4109, -3.1874, -3.4112)
H (3.0050, -1.7126, -3.5356)
H (1.3208, -1.7452, -2.9698)
H (4.5573, -1.5037, -1.9745)
H (4.4741, -3.2348, -2.1182)
H (4.9964, -1.5999, 0.3652)
H (5.7723, -3.1618, -0.0778)
H (4.2675, -2.8671, 2.3624)
H (4.9573, -4.4400, 2.0413)
H (2.8209, -4.9858, 3.2214)
H (2.5729, -5.5353, 1.6311)
H (0.5309, -3.0843, 3.6579)
H (0.1331, -4.6959, 2.8474)
H (-0.2431, -3.1537, 2.1525)
C (-0.0617, 0.0146, 8.0982)
C (0.1056, -0.3492, 6.5676)
O (0.1058, 0.8803, 5.8700)
C (-1.0958, 1.5234, 5.6004)
O (-2.2078, 1.0798, 6.0309)
C (-0.8816, 2.7953, 4.6204)
F (0.1652, 3.5163, 5.0232)
F (-0.7291, 2.3991, 3.3755)
F (-1.9853, 3.5787, 4.5882)
H (0.6641, 0.7394, 8.4667)
H (0.1268, -0.9663, 8.5345)
H (-1.0901, 0.2561, 8.3668)
H (-0.6148, -1.0861, 6.2124)
H (1.0960, -0.7791, 6.4182)
C (-6.7351, -4.7059, -3.3758)
C (-5.8126, -5.8743, -2.8507)
O (-4.7468, -5.3753, -2.0578)
C (-4.5058, -5.6557, -0.7060)
O (-4.9591, -6.6607, -0.1346)
C (-3.5359, -4.6368, 0.0761)
F (-3.7078, -3.3800, -0.3500)
F (-3.5231, -4.7557, 1.3623)
F (-2.3624, -4.9953, -0.3258)
H (-7.3358, -4.0526, -2.7429)
H (-7.5750, -5.2553, -3.8010)
H (-6.3442, -4.0201, -4.1274)
H (-5.3415, -6.4281, -3.6627)
H (-6.3525, -6.6626, -2.3262)
C (2.6539, 6.2827, -0.6374)
C (1.7116, 6.7682, 0.4325)
C (0.8321, 5.7529, 1.2252)
O (1.3028, 5.8706, 2.4984)
C (2.3363, 6.7585, 2.5452)
O (3.0215, 7.0540, 3.5242)
O (2.6408, 7.2613, 1.3992)
H (3.0582, 7.1263, -1.1968)
H (2.0980, 5.9328, -1.5073)
H (3.4545, 5.6615, -0.2357)
H (1.1121, 7.5854, 0.0315)
H (0.8918, 4.7724, 0.7528)
H (-0.2209, 6.0207, 1.1387)
C (-5.2272, -0.7567, -3.0796)
C (-6.1250, 0.4968, -3.2424)
C (-7.1530, 0.7292, -2.1658)
O (-6.9307, 1.9734, -1.6010)
C (-5.9572, 2.4912, -2.1361)
O (-5.6472, 3.6601, -1.9478)
O (-5.3587, 1.5852, -3.0107)
H (-4.3560, -0.6799, -3.7302)
H (-5.7934, -1.6711, -3.2568)
H (-4.8096, -0.9548, -2.0924)
H (-6.5666, 0.5799, -4.2355)
H (-7.1266, 0.0864, -1.2860)
H (-8.1894, 0.6203, -2.4856)
C (6.0128, 4.4199, 1.7365)
C (5.1651, 3.5461, 2.7115)
C (4.0563, 2.7615, 2.0907)
O (4.4349, 1.4380, 2.3287)
C (5.5622, 1.3814, 3.0782)
O (6.0841, 0.3017, 3.3401)
O (6.0736, 2.5418, 3.2093)
H (6.4864, 3.8322, 0.9501)
H (6.8617, 4.8393, 2.2765)
H (5.3786, 5.2177, 1.3501)
H (4.8022, 4.2213, 3.4864)
H (3.9721, 2.9929, 1.0289)
H (3.1093, 3.1145, 2.4989)
C (-2.4930, 5.4308, 1.8426)
C (-3.4816, 4.4182, 1.1360)
C (-2.7414, 3.5898, 0.0289)
O (-2.8516, 2.2542, 0.4048)
C (-3.5026, 2.2156, 1.6021)
O (-3.7705, 1.2062, 2.2338)
O (-3.8536, 3.3867, 2.0270)
H (-1.6458, 4.8943, 2.2696)
H (-2.9763, 6.1257, 2.5294)
H (-2.0473, 6.0456, 1.0606)
H (-4.4196, 4.8146, 0.7472)
H (-1.6958, 3.8972, 0.0453)
H (-3.1082, 3.8969, -0.9505)
C (-0.7254, 2.6726, -3.6789)
C (0.2592, 3.8832, -3.4644)
C (1.6639, 3.3970, -3.8191)
O (2.2036, 4.4079, -4.6045)
C (1.2131, 5.2239, -4.9606)
O (1.4059, 6.1265, -5.8328)
O (0.0273, 4.9200, -4.3533)
H (-0.4556, 1.7104, -3.2436)
H (-0.9090, 2.4740, -4.7348)
H (-1.7271, 2.9535, -3.3536)
H (0.2106, 4.0981, -2.3969)
H (1.6470, 2.4792, -4.4069)
H (2.1354, 3.1013, -2.8819)